{
  "formula": "C23H45Cl10NO3",
  "method": "the ωB97M-V functional and the def2-TZVPD basis",
  "multiplicity": 1,
  "gap_ev": 10.12,
  "total_charge": 0,
  "e_tot_ha": -5785.7790,
  "e_homo_ev": -9.6,
  "smiles": "COCCCCC[C@]1(CCCO)CCC(=O)N1.ClCCCl.ClCCCl.ClCCCl.ClCCCl.ClCCCl",
  "species": ["H", "C", "H", "H", "H", "H", "C", "N", "H", "Cl", "H", "C", "Cl", "Cl", "H", "C", "Cl", "C", "H", "C", "H", "H", "H", "H", "C", "H", "H", "H", "Cl", "H", "H", "H", "Cl", "H", "H", "Cl", "O", "Cl", "H", "H", "H", "C", "H", "C", "H", "C", "C", "H", "C", "H", "C", "H", "H", "Cl", "H", "H", "C", "C", "H", "C", "C", "C", "H", "C", "C", "H", "H", "C", "H", "H", "H", "O", "H", "C", "H", "H", "H", "H", "C", "O", "H", "Cl"],
  "xyz": [[-2.917, 1.676, -1.371], [-2.876, 2.287, -0.474], [-2.389, 7.753, -0.632], [-3.747, 2.067, 0.141], [-2.009, -5.271, 2.852], [-2.432, -6.295, 0.644], [2.611, -2.370, 0.871], [-0.364, -4.241, 0.450], [-0.607, -1.337, -4.454], [-3.016, 3.998, -0.976], [1.159, -1.647, 4.652], [-2.089, -3.173, 2.499], [-3.301, 7.794, -4.205], [-0.163, 2.180, -0.703], [2.933, -1.676, 4.696], [-2.842, 8.159, -1.535], [5.449, 0.636, 1.982], [-0.173, -4.807, 1.759], [-1.459, -2.746, -2.663], [1.184, -4.547, 2.430], [0.534, -6.771, 1.006], [0.000, -0.685, -2.926], [3.370, -2.792, 2.893], [-2.728, 9.078, -6.698], [-1.692, 8.724, -8.528], [-1.188, 7.855, -8.108], [3.290, -4.915, 2.313], [1.578, -2.053, 0.724], [-2.237, -1.136, -1.154], [3.184, -1.799, 0.138], [3.770, -4.064, 0.121], [1.189, -3.520, 2.795], [-3.738, 10.516, -8.252], [-3.680, 8.188, -7.892], [-2.681, 6.277, -2.527], [6.412, -0.673, 4.955], [-1.743, -0.742, 2.738], [-2.007, 8.363, -10.246], [-3.921, 8.172, -1.409], [1.192, -5.182, 3.318], [-1.517, 2.719, 1.146], [-1.619, 2.028, 0.313], [-2.697, -0.822, 2.750], [-1.395, -6.321, 0.309], [-0.598, -6.902, 2.316], [2.067, -1.166, 4.276], [2.444, -4.854, 1.625], [-1.017, 9.574, -8.485], [-2.437, 7.320, -2.717], [2.043, -0.134, 4.629], [5.534, 1.491, 3.542], [-1.630, 1.014, 0.707], [5.665, 2.548, 3.321], [-2.288, 9.848, -1.685], [3.975, -1.311, 2.161], [-1.244, -7.076, -0.456], [2.772, -3.855, 0.506], [6.676, 0.999, 4.392], [-0.201, -2.066, 2.427], [-1.174, -4.963, -0.380], [3.094, -1.950, 2.256], [-0.895, -0.862, -3.518], [7.616, 1.023, 3.847], [-2.958, 8.990, -7.758], [-0.357, -6.312, 1.436], [-0.208, -3.261, 0.275], [-1.267, -1.823, 1.065], [-1.247, -1.946, 2.149], [2.099, -4.050, -0.330], [-0.833, -4.352, 3.782], [4.580, 1.355, 4.046], [2.065, -1.164, 2.863], [2.380, -5.844, 1.172], [-1.297, -4.450, 2.801], [-2.643, -2.917, 3.407], [-2.848, -3.364, 1.739], [-2.813, -1.829, -3.330], [-1.371, 7.396, -2.913], [-1.872, -1.747, -2.793], [-1.616, -4.599, -1.461], [6.768, 1.624, 5.279], [-1.590, 0.728, -3.934]]
}



{
  "formula": "C4H6O7Rb",
  "method": "the ωB97M-V functional and the def2-TZVPD basis",
  "multiplicity": 1,
  "gap_ev": 8.05,
  "total_charge": 1,
  "e_tot_ha": -706.5564,
  "e_homo_ev": -11.4,
  "species": ["O", "H", "C", "H", "O", "O", "H", "O", "O", "C", "O", "C", "H", "H", "Rb", "H", "O", "C"],
  "xyz": [[0.349, 1.479, -0.238], [0.232, -0.744, -1.578], [0.360, 0.251, 0.364], [-2.182, -1.635, -0.916], [4.093, -0.420, 0.025], [-1.956, 0.180, 0.554], [4.514, 0.346, 0.444], [-2.784, -0.943, -1.251], [2.148, -0.736, -0.897], [0.742, -0.859, -0.617], [-3.639, 0.978, -0.592], [-2.794, 0.088, -0.421], [0.366, 2.196, 0.407], [0.174, 0.016, 1.414], [-5.192, 1.815, 2.267], [0.566, -1.847, -0.185], [2.194, 0.236, 1.049], [2.810, -0.401, 0.172]]
}



{
  "formula": "C4H8O2",
  "method": "the ωB97M-V functional and the def2-TZVPD basis",
  "multiplicity": 1,
  "gap_ev": 9.81,
  "total_charge": 0,
  "e_tot_ha": -307.5571,
  "e_homo_ev": -9.1,
  "species": ["O", "H", "H", "H", "H", "C", "C", "H", "H", "H", "H", "O", "C", "C"],
  "xyz": [[2.222, 0.705, -1.189], [-0.031, 0.392, -1.743], [-0.389, 2.041, 0.441], [1.700, 0.531, 1.502], [-0.639, -1.784, 0.800], [0.089, -0.007, -0.086], [1.122, 0.377, -0.964], [-1.748, 1.131, -0.239], [0.317, -2.093, -0.643], [-1.333, -1.458, -0.826], [-1.170, 0.791, 1.419], [1.163, -0.259, 1.332], [-0.433, -1.430, -0.210], [-0.870, 1.063, 0.407]]
}



{
  "formula": "C12H18As2Ca3F18N2O13",
  "method": "the ωB97M-V functional and the def2-TZVPD basis",
  "multiplicity": 1,
  "gap_ev": 7.33,
  "total_charge": 0,
  "e_tot_ha": -9858.0963,
  "e_homo_ev": -8.4,
  "species": ["F", "O", "H", "C", "O", "F", "F", "O", "C", "N", "F", "H", "As", "C", "F", "F", "H", "C", "F", "C", "As", "O", "Ca", "O", "H", "H", "O", "O", "O", "H", "F", "H", "C", "H", "H", "F", "C", "O", "F", "O", "O", "F", "F", "F", "F", "F", "Ca", "H", "C", "N", "O", "H", "H", "F", "H", "C", "C", "F", "C", "C", "Ca", "O", "H", "F", "H", "H", "H", "H"],
  "xyz": [[0.028, 5.753, 3.530], [-2.881, 2.532, -2.210], [4.157, -5.508, 4.516], [3.967, -4.988, 3.574], [0.363, -3.379, 1.325], [-1.998, -2.454, -1.089], [-4.056, -3.727, -0.978], [-2.925, 4.507, -1.326], [1.437, 1.064, -5.536], [-1.343, 0.140, 0.364], [2.503, 1.801, -2.000], [0.002, 3.286, 2.394], [1.493, 3.174, -1.658], [0.960, -4.032, 2.136], [0.123, 2.166, -2.191], [1.222, 2.598, -0.048], [4.808, -5.273, 2.944], [1.279, -0.527, -3.634], [0.736, 4.006, 4.584], [2.046, -1.704, -4.227], [-3.665, -2.271, -1.769], [0.467, -4.440, 3.297], [-3.352, 2.354, 2.062], [0.294, -0.872, -2.802], [-2.340, 0.626, 5.419], [0.158, 1.334, 3.818], [-1.557, 0.291, -0.834], [-1.533, 2.448, 3.383], [-3.641, 2.780, -0.235], [1.107, -5.947, 4.535], [2.923, -1.336, -5.157], [-0.297, 1.847, -6.610], [0.570, 2.214, -6.053], [-0.567, 2.179, 5.169], [-0.932, -0.331, 5.127], [2.884, 4.041, -1.164], [-0.909, 3.709, 2.874], [2.206, -4.464, 1.950], [1.610, 3.703, -3.295], [0.654, 0.387, -4.536], [-2.008, 0.735, 1.198], [-3.126, -0.757, -2.513], [1.258, -2.636, -4.799], [-4.092, -1.404, -0.359], [-3.149, -3.156, -3.139], [-5.204, -2.047, -2.463], [0.228, -2.296, -0.954], [0.194, 2.818, -5.224], [-0.336, 4.575, 3.996], [-3.185, 3.333, -1.284], [-0.454, -0.681, 0.700], [2.584, -6.298, 2.563], [2.064, 0.073, -3.137], [2.699, -2.317, -3.213], [-2.124, -0.097, 3.833], [-0.800, 1.621, 4.263], [-1.593, 0.394, 4.651], [0.467, 4.482, -1.324], [2.603, -5.326, 3.058], [1.487, -5.040, 4.071], [-1.462, 0.794, -3.122], [-1.750, 4.209, 2.033], [1.611, 0.396, -6.373], [-1.222, 4.821, 4.999], [1.853, -4.386, 4.862], [2.265, 1.558, -5.026], [1.175, 2.854, -6.692], [4.016, -3.911, 3.749]]
}



{
  "formula": "C36H45N2O4P2PtS",
  "method": "the ωB97M-V functional and the def2-TZVPD basis",
  "multiplicity": 1,
  "gap_ev": [5.80, 5.79],
  "total_charge": 1,
  "e_tot_ha": -3009.2528,
  "e_homo_ev": [-10.3, -10.3],
  "species": ["H", "H", "O", "H", "H", "H", "C", "C", "N", "H", "H", "H", "H", "H", "C", "H", "H", "Pt", "C", "C", "C", "H", "C", "H", "H", "C", "C", "H", "P", "C", "C", "H", "H", "C", "C", "H", "C", "C", "C", "C", "O", "C", "H", "C", "H", "H", "H", "H", "H", "H", "H", "O", "H", "C", "H", "C", "O", "N", "C", "H", "C", "C", "H", "H", "C", "C", "C", "H", "H", "H", "S", "H", "C", "C", "P", "C", "C", "H", "C", "H", "H", "H", "H", "C", "H", "C", "C", "H", "C", "H", "H"],
  "xyz": [[1.667, -0.342, -2.202], [-3.319, -4.510, -2.381], [-2.450, 1.129, 3.938], [3.527, 2.691, 6.206], [0.473, 0.172, -5.592], [-1.939, 3.082, -4.693], [-1.102, 3.488, -4.125], [1.425, -1.419, 4.233], [-1.301, 2.521, 0.693], [-3.712, 1.318, -0.960], [-0.962, -0.516, -4.851], [-0.298, 3.522, -2.141], [2.088, -0.465, 2.432], [-4.192, -0.036, -3.686], [0.646, -2.431, 4.782], [-3.318, 3.463, -2.599], [-0.926, 3.674, 3.947], [-0.117, 1.143, -0.180], [-2.484, 0.311, -2.442], [-2.490, -4.033, -1.874], [-0.056, -3.298, 3.956], [2.003, -4.570, 0.541], [-1.675, -2.537, -0.180], [-0.926, 1.193, -5.315], [1.970, -0.740, 4.880], [-1.188, -4.324, -2.255], [-0.342, 0.381, -4.897], [2.322, 1.471, 6.598], [-0.943, 1.298, -2.277], [4.972, -3.763, -0.866], [4.745, -2.420, -1.127], [5.926, -4.208, -1.117], [0.418, -1.392, -2.889], [-3.379, 0.690, -3.628], [0.274, 0.682, -3.523], [-2.870, 0.687, -4.586], [1.902, 2.801, 2.271], [3.984, -4.537, -0.269], [-2.319, 2.287, 1.539], [-3.310, 0.321, -1.153], [-1.177, 4.933, 1.545], [-2.429, 3.713, -2.023], [5.522, -1.814, -1.576], [0.014, -3.152, 2.577], [-1.858, -1.847, 0.637], [2.313, 2.826, 1.271], [-2.620, 3.102, 2.186], [3.351, -0.791, -0.981], [-2.587, 3.423, -0.991], [-3.751, -2.927, -0.530], [-0.661, -4.088, 4.382], [0.545, 3.991, 0.005], [-2.726, 0.004, -0.292], [-0.363, -2.828, -0.560], [0.893, -3.948, -1.899], [2.118, 2.327, 4.633], [-1.113, 0.059, 2.392], [0.995, -0.332, -0.060], [-0.122, -3.723, -1.599], [4.168, -5.581, -0.051], [2.765, -3.968, 0.059], [-2.734, -3.142, -0.835], [3.657, 1.984, 3.176], [-3.832, 1.667, -3.480], [2.948, 1.861, 5.796], [0.788, -2.134, 2.029], [-1.814, 0.779, 3.012], [-1.001, -5.023, -3.059], [0.958, 1.532, -3.622], [0.400, 2.801, 5.830], [-0.330, 3.857, 1.136], [-2.327, 4.799, -2.046], [1.075, -0.539, -3.087], [0.614, 3.269, 2.499], [0.953, -1.906, 0.253], [1.500, -1.269, 2.860], [0.067, 3.280, 3.776], [3.656, 1.088, 5.497], [2.646, 2.335, 3.342], [-4.158, -0.358, -1.265], [-3.119, 1.646, 1.181], [1.747, -0.823, -3.900], [-2.099, -0.705, -2.599], [0.821, 2.797, 4.832], [-1.176, 4.575, -4.177], [3.523, -1.844, -0.805], [2.529, -2.621, -0.222], [-0.538, -3.832, 1.939], [-1.171, 3.096, -2.645], [0.586, -2.542, 5.857], [-0.170, 3.206, -4.608]]
}



{
  "formula": "C10H20N2Si",
  "method": "the ωB97M-V functional and the def2-TZVPD basis",
  "multiplicity": 1,
  "gap_ev": 8.04,
  "total_charge": 0,
  "e_tot_ha": -791.9087,
  "e_homo_ev": -8.0,
  "species": ["C", "H", "H", "H", "H", "H", "H", "H", "C", "C", "H", "C", "H", "N", "C", "N", "H", "H", "C", "H", "Si", "C", "H", "C", "H", "H", "H", "H", "H", "C", "H", "C", "H"],
  "xyz": [[2.529, 0.351, 1.179], [-3.378, 2.402, 0.681], [-0.336, -0.853, 1.211], [4.404, 0.369, -1.456], [0.919, 2.205, 1.477], [-0.662, -0.968, -1.597], [-0.650, -4.383, 0.941], [-2.045, -3.380, 0.442], [-0.420, 1.965, -1.680], [-0.924, -3.379, 0.693], [0.006, 3.612, 1.113], [-0.014, -2.701, -0.298], [1.908, -0.414, -1.815], [1.699, -0.043, 0.207], [-0.436, -0.312, 0.303], [3.712, 0.547, 0.627], [-3.392, 1.432, -0.822], [-3.307, 0.675, 0.605], [-0.788, -1.401, -0.629], [0.008, -3.234, -1.276], [-0.993, 1.535, 0.091], [-2.897, 1.510, 0.180], [-1.798, -1.725, -0.531], [2.323, -0.092, -0.947], [0.526, 2.228, -1.577], [2.355, 0.476, 2.156], [-0.400, 2.287, 2.484], [-0.688, 1.145, -2.264], [-0.926, 2.896, -2.017], [3.606, 0.281, -0.663], [0.925, -2.597, 0.165], [-0.070, 2.513, 1.416], [-0.795, -2.948, 1.602]]
}



{
  "formula": "C4H23NO7",
  "method": "the ωB97M-V functional and the def2-TZVPD basis",
  "multiplicity": 1,
  "gap_ev": 8.41,
  "total_charge": 0,
  "e_tot_ha": -747.5832,
  "e_homo_ev": -8.7,
  "smiles": "COC[C@H](C)N.O.O.O.O.O.O",
  "species": ["H", "H", "H", "H", "H", "O", "H", "O", "H", "H", "H", "C", "H", "H", "C", "H", "H", "H", "C", "O", "C", "H", "H", "O", "N", "H", "H", "O", "H", "O", "O", "H", "H", "H", "H"],
  "xyz": [[-2.155, 2.946, -2.792], [0.786, 1.043, -0.436], [4.784, -2.262, 2.000], [-4.145, 1.747, -1.410], [-3.420, 1.916, 3.589], [-2.129, 0.894, 0.317], [-0.346, -0.849, -0.450], [-0.284, 0.132, 2.488], [5.909, -2.080, 0.706], [-1.348, -0.593, -3.292], [1.802, 0.687, 0.956], [1.669, 0.494, -0.109], [-0.512, 0.414, 1.596], [-0.168, 0.270, -2.846], [2.677, -1.823, 0.458], [2.547, 0.845, -0.656], [-3.056, 3.287, -1.605], [-2.599, 2.006, 2.301], [4.871, -2.366, 0.913], [4.020, -1.539, 0.184], [1.653, -1.030, -0.339], [1.856, -1.246, -1.400], [-5.631, 1.635, -1.782], [-0.800, -0.385, -2.526], [0.274, -1.608, -0.206], [2.415, -1.610, 1.510], [4.816, -3.404, 0.562], [-2.694, 2.539, -2.104], [-2.246, 1.202, -0.594], [-5.013, 1.467, -1.064], [-2.514, 1.970, 3.266], [-2.593, 0.048, 0.351], [-1.080, 0.308, 3.004], [0.244, -2.165, -1.050], [2.410, -2.890, 0.457]]
}



{
  "formula": "C2ClF3O3S",
  "method": "the ωB97M-V functional and the def2-TZVPD basis",
  "multiplicity": 1,
  "gap_ev": 10.49,
  "total_charge": 0,
  "e_tot_ha": -1459.7931,
  "e_homo_ev": -12.2,
  "smiles": "O=S1(=O)O[C@@]1(Cl)C(F)(F)F",
  "species": ["S", "C", "F", "Cl", "F", "O", "F", "O", "O", "C"],
  "xyz": [[-1.558, 0.246, 0.107], [0.002, -0.431, -0.087], [2.315, -0.339, -0.565], [0.172, -2.506, 0.162], [1.592, 0.259, 1.377], [-0.685, -0.200, -1.240], [1.343, 1.568, -0.360], [-2.710, -0.538, 0.235], [-1.755, 1.661, 0.336], [1.286, 0.280, 0.035]]
}



{
  "formula": "C2H2O2P2S",
  "method": "the ωB97M-V functional and the def2-TZVPD basis",
  "multiplicity": 3,
  "gap_ev": [6.52, 6.80],
  "total_charge": 0,
  "e_tot_ha": -1308.6712,
  "e_homo_ev": [-6.7, -9.6],
  "species": ["P", "P", "S", "C", "O", "C", "H", "H", "O"],
  "xyz": [[-0.142, -1.517, 0.990], [-2.455, -0.869, -0.967], [-0.282, 1.204, -0.124], [-1.223, -0.328, 0.261], [-2.340, 0.113, -2.008], [1.404, 0.529, 0.322], [2.095, 0.354, -0.404], [1.679, 1.257, 0.999], [1.264, -0.742, 0.930]]
}



{
  "formula": "C6H9B",
  "method": "the ωB97M-V functional and the def2-TZVPD basis",
  "multiplicity": 1,
  "gap_ev": 7.87,
  "total_charge": 0,
  "e_tot_ha": -258.7130,
  "e_homo_ev": -7.8,
  "species": ["H", "H", "H", "C", "B", "H", "H", "H", "C", "C", "H", "H", "H", "C", "C", "C"],
  "xyz": [[2.710, -0.271, 1.734], [-1.747, 1.852, -1.692], [-0.249, -2.272, -1.577], [-1.192, -0.360, -2.022], [0.717, 0.230, 0.128], [2.165, 1.269, 2.157], [-0.598, -1.240, 1.121], [1.404, -0.077, 3.061], [-1.048, 0.617, 0.066], [1.895, 0.203, 2.185], [-1.461, 1.191, 0.877], [-1.400, -0.547, -3.025], [1.411, 0.552, -0.709], [-0.629, -1.298, -1.165], [-1.399, 0.878, -1.287], [-0.580, -0.726, 0.147]]
}



{
  "formula": "C3H12O2S",
  "method": "the ωB97M-V functional and the def2-TZVPD basis",
  "multiplicity": 1,
  "gap_ev": 9.79,
  "total_charge": 0,
  "e_tot_ha": -670.1384,
  "e_homo_ev": -9.0,
  "smiles": "CCCS.O.O",
  "species": ["H", "C", "H", "C", "H", "H", "C", "H", "S", "H", "H", "O", "H", "H", "H", "H", "O", "H"],
  "xyz": [[-4.389, -1.675, 4.663], [1.594, 1.655, -1.230], [1.532, 1.923, -0.170], [2.635, 0.523, -1.356], [0.591, 1.348, -1.497], [1.245, 3.664, -1.838], [1.920, 2.851, -2.132], [-4.373, -4.248, 2.509], [2.061, -1.119, -1.011], [2.937, 3.215, -2.070], [3.039, 0.570, -2.378], [-3.548, -1.840, 5.150], [3.512, 0.825, -0.787], [1.582, 2.627, -3.147], [1.761, -1.435, -2.267], [-2.845, -1.415, 4.691], [-4.321, -3.637, 1.787], [-4.934, -3.832, 1.083]]
}



{
  "formula": "CHLiO2Yb",
  "method": "the ωB97M-V functional and the def2-TZVPD basis",
  "multiplicity": 1,
  "gap_ev": 5.26,
  "total_charge": 2,
  "e_tot_ha": -1354.5290,
  "e_homo_ev": -16.1,
  "species": ["Yb", "C", "H", "O", "Li", "O"],
  "xyz": [[-1.403, -0.516, -0.229], [0.659, 1.408, -0.240], [0.341, 2.767, -1.079], [-0.177, 1.980, -1.007], [-2.182, 1.423, -1.092], [1.103, 0.470, 0.216]]
}



Which formula does entry 7 have?
C4H23NO7